Entry 1:
One molecule with the formula C4H9NO in a non-equilibrium geometry, computed with ωB97M-V/def2-TZVPD.

Geometry (Å):
C -1.4132 1.1792 -0.5820
C -0.7288 0.1644 0.2877
N 0.6075 -0.0425 0.0038
C 1.5681 -0.7326 0.8308
C 1.0431 -0.0706 -1.4159
O -1.2689 -0.4589 1.1748
H -2.4665 0.9818 -0.3444
H -1.2312 1.2233 -1.6494
H -1.2832 2.2173 -0.2572
H 1.6193 -1.8042 0.6648
H 2.5477 -0.2719 0.6533
H 1.5560 -0.4782 1.8979
H 0.2221 -0.5181 -1.9924
H 1.8196 -0.8134 -1.5597
H 1.2786 0.8975 -1.8469

Summary:
- HOMO energy: -0.33464 Eh
- Orbital gap: 9.98 eV
- SMILES: CC(=O)N(C)C
- Energy relative to the best compared isomer or geometry (same formula, charge and spin): 1.294 eV

---

Entry 2:
One molecule with the formula C4H9NO in a non-equilibrium geometry, computed with ωB97M-V/def2-TZVPD.

Geometry (Å):
C 1.9696 -0.6956 -0.3079
C 1.2294 0.5541 0.1819
C -0.2185 0.5875 0.4210
C -1.2303 -0.4321 0.0034
H 2.9922 -0.3638 -0.5960
H 1.3369 -1.1103 -1.1646
H 2.0675 -1.3614 0.5734
H 1.8720 1.1569 0.8742
H -0.4329 1.1731 1.3017
H -1.2668 -1.0835 0.8980
H -0.6173 -0.9165 -0.8535
H -2.4038 1.0427 -0.9058
H -3.2044 0.1351 0.5715
N -2.5515 -0.0454 -0.3825
O 0.4581 1.3593 -0.6149

Summary:
- HOMO energy: -0.35109 Eh
- Orbital gap: 10.59 eV
- SMILES: C[C@H]1O[C@H]1CN
- Energy relative to the best compared isomer or geometry (same formula, charge and spin): 3.560 eV

---

Entry 3:
One molecule with the formula C4H9NO, computed with ωB97M-V/def2-TZVPD.

Geometry (Å):
C 0.6033 1.4951 -1.0033
C -0.3567 1.4679 0.1890
N -1.0718 0.1901 0.2633
C -0.3415 -0.8323 0.8667
O 0.3113 -0.5727 1.8609
C -0.0298 -2.2034 0.2675
H 1.2011 2.4132 -1.0117
H 0.0641 1.4268 -1.9551
H 1.2974 0.6471 -0.9485
H 0.2056 1.5510 1.1200
H -1.0569 2.3084 0.1487
H -1.8522 0.0604 -0.3670
H -0.3528 -2.3631 -0.7597
H -0.3512 -3.0198 0.9233
H 1.0698 -2.2335 0.2939

Summary:
- HOMO energy: -0.34716 Eh
- Orbital gap: 10.43 eV
- SMILES: CCNC(C)=O
- Energy relative to the best compared isomer or geometry (same formula, charge and spin): 0.887 eV

---

Entry 4:
One molecule with the formula C4H9NO in a non-equilibrium geometry, computed with ωB97M-V/def2-TZVPD.

Geometry (Å):
C -0.6330 -0.9682 -0.2556
C 0.4457 0.1005 -0.2816
C 0.1124 1.2776 -1.1250
C 0.2431 1.3489 0.3658
H -1.3929 -2.4431 1.2383
H -0.4298 -0.9953 1.8324
H -0.4169 -1.5917 -1.1378
H -1.6535 -0.4020 -0.3957
H 1.9367 -0.7419 0.4741
H 0.9642 1.6725 -1.6318
H -0.9292 1.4352 -1.3733
H 1.1126 1.8477 0.9118
H -0.6605 1.5489 0.8504
N -0.4596 -1.8018 1.0464
O 1.7608 -0.2872 -0.5185

Summary:
- HOMO energy: -0.36021 Eh
- Orbital gap: 10.65 eV
- SMILES: NCC1(O)CC1
- Energy relative to the best compared isomer or geometry (same formula, charge and spin): 3.442 eV

---

Entry 5:
A 2-piece molecular cluster, C4H9NO overall, computed with ωB97M-V/def2-TZVPD.

Geometry (Å):
C -1.5649 0.8544 -1.4557
C 0.4414 -0.1921 -1.4939
N 0.6987 -0.3444 -0.2025
C -0.1034 0.0787 0.6980
O 0.0837 -0.0557 1.9957
C 1.2743 -0.7335 2.4061
H -2.3460 1.4556 -0.9645
H -1.1452 1.5056 -2.2255
H -2.0730 0.0120 -1.9301
H 1.0109 0.5497 -2.0552
H 0.0958 -1.0548 -2.0651
H -1.0639 0.6191 -0.2444
H 1.2488 -0.7675 3.4960
H 2.1536 -0.1834 2.0563
H 1.2891 -1.7436 1.9848

Summary:
- HOMO energy: -0.31377 Eh
- Orbital gap: 9.24 eV
- Energy relative to the best compared isomer or geometry (same formula, charge and spin): 5.434 eV

---

Entry 6:
A 2-piece molecular cluster, C4H9NO overall in a non-equilibrium geometry, computed with ωB97M-V/def2-TZVPD.

Geometry (Å):
C -0.7124 -1.3383 0.8063
C -0.3705 -0.3121 -0.2740
C -1.1209 1.0123 -0.0571
C 0.9860 0.3245 -0.0486
O 1.2265 0.9675 1.0025
N 1.8882 0.3533 -1.0189
H -0.6415 -0.8623 1.7893
H -0.0466 -2.2097 0.7875
H -1.7429 -1.6871 0.6694
H -0.4149 -0.8002 -1.2679
H -0.0681 1.3884 0.9719
H -1.3471 1.4695 -1.0529
H -2.0643 0.8713 0.4654
H 1.7924 -0.2003 -1.8491
H 2.6358 1.0234 -0.9239

Summary:
- HOMO energy: -0.30461 Eh
- Orbital gap: 9.06 eV
- Energy relative to the best compared isomer or geometry (same formula, charge and spin): 2.775 eV

---

Entry 7:
A 2-piece molecular cluster, C4H9NO overall in a non-equilibrium geometry, computed with ωB97M-V/def2-TZVPD.

Geometry (Å):
C 2.2904 -0.3292 -0.9116
C 1.9690 0.3816 0.2238
N 1.3411 -0.1366 1.3517
H 1.8487 -1.3484 -1.1560
H 3.1790 -0.1261 -1.5146
H 2.3875 1.4272 0.2725
H 0.9412 -1.0020 1.2336
H 0.7290 0.5812 1.7608
C -2.2855 -1.0581 -0.4959
C -2.1158 0.2422 -0.5580
O -1.1586 0.8278 0.2969
H -2.7994 -1.6228 -1.2751
H -1.7005 -1.6527 0.2221
H -2.7103 0.8468 -1.2648
H -1.1433 1.8115 0.3348

Summary:
- HOMO energy: -0.29227 Eh
- Orbital gap: 8.60 eV
- SMILES: C=CN.C=CO
- Energy relative to the best compared isomer or geometry (same formula, charge and spin): 3.121 eV

---

Entry 8:
One molecule with the formula C4H9NO in a non-equilibrium geometry, computed with ωB97M-V/def2-TZVPD.

Geometry (Å):
C -0.3428 1.0774 -0.0718
C 0.3552 -0.2146 -0.3056
C 1.7035 -0.3604 -0.6842
C -0.3489 -1.3906 0.3021
H 1.0126 2.2734 1.1704
H 0.1169 2.9965 -0.0121
H -1.0059 1.2112 -0.9468
H -1.1754 1.1497 0.8370
H 2.3124 0.5464 -0.8526
H 2.2021 -1.3940 -0.8034
H 0.0402 -1.3427 1.3312
H 0.1408 -2.3064 -0.1432
H -2.1595 -2.1470 0.7876
N 0.6912 2.1551 0.0465
O -1.8156 -1.3430 0.3579

Summary:
- HOMO energy: -0.32352 Eh
- Orbital gap: 9.60 eV
- SMILES: C=C(CN)CO
- Energy relative to the best compared isomer or geometry (same formula, charge and spin): 3.319 eV

---

Entry 9:
One molecule with the formula C4H9NO, computed with ωB97M-V/def2-TZVPD.

Geometry (Å):
C 2.1720 0.4052 1.0544
C 0.7444 0.3746 0.6112
C -1.7698 0.4873 -1.4721
N 0.1037 -0.7912 0.4785
C -1.1421 -1.0865 0.1263
O -2.0038 -0.0784 -0.1838
H 2.7530 1.1413 0.4845
H 2.6581 -0.5666 0.8886
H 2.3044 0.6545 2.1194
H 0.1392 1.2688 0.5435
H -2.5868 1.1873 -1.6634
H -1.7623 -0.2936 -2.2421
H -0.8152 1.0291 -1.5002
H 0.6726 -1.6138 0.6584
H -1.4672 -2.1180 0.0968

Summary:
- HOMO energy: -0.22815 Eh
- Orbital gap: 7.20 eV
- Energy relative to the best compared isomer or geometry (same formula, charge and spin): 3.682 eV

---

Entry 10:
One molecule with the formula C4H9NO, computed with ωB97M-V/def2-TZVPD.

Geometry (Å):
C 0.1307 0.7822 1.7643
N -0.1021 0.5451 0.3367
C -0.9650 -0.5591 -0.2391
C -0.2728 -0.1822 -1.5658
O -0.1641 -1.1412 -2.5753
C 0.9460 0.1022 -0.6638
H 0.5598 -0.1004 2.2387
H 0.8162 1.6275 1.8735
H -0.8231 1.0276 2.2398
H -2.0391 -0.4243 -0.0662
H -0.6170 -1.4870 0.2754
H -0.4931 1.3580 -0.1553
H 0.2035 -1.9710 -2.2236
H 1.4428 -0.7743 -0.1823
H 1.6963 0.8665 -0.8970

Summary:
- HOMO energy: -0.23083 Eh
- Orbital gap: 6.87 eV
- Energy relative to the best compared isomer or geometry (same formula, charge and spin): 5.182 eV

---

Entry 11:
One molecule with the formula C4H9NO in a non-equilibrium geometry, computed with ωB97M-V/def2-TZVPD.

Geometry (Å):
C 1.7350 0.1555 -0.5130
C 0.0619 -0.2123 -1.2353
O -0.3047 -1.4548 -1.2885
C -0.5187 0.5408 -0.0478
C -1.7959 0.1975 0.7769
N -0.4900 -0.4156 1.0507
H 2.1679 -0.8405 -0.5203
H 2.2431 0.8188 -1.2152
H 1.9690 0.5906 0.5010
H 0.0776 0.3512 -2.1948
H -0.3977 -1.3406 0.5487
H -0.1292 1.5432 0.0939
H -2.5624 -0.5553 0.5716
H -2.0887 0.8897 1.5704
H 0.0328 -0.2680 1.9017

Summary:
- HOMO energy: -0.27613 Eh
- Orbital gap: 7.97 eV
- SMILES: C[C@@H]([O-])[C@H]1C[NH2+]1
- Energy relative to the best compared isomer or geometry (same formula, charge and spin): 4.959 eV

---

Entry 12:
A 2-piece molecular cluster, C4H9NO overall in a non-equilibrium geometry, computed with ωB97M-V/def2-TZVPD.

Geometry (Å):
C 0.3651 -0.9602 -0.7056
C 0.0645 0.4392 -1.2073
N -0.8028 1.0605 -0.1959
C 0.6606 1.0986 -0.0346
C 1.0444 -0.2171 0.6153
O -2.0026 -0.9816 1.3119
H 1.1276 -1.4846 -1.3037
H -1.2248 -1.2954 1.7973
H -0.5236 -1.6058 -0.6924
H 0.0431 0.7963 -2.2266
H -1.1156 1.9626 -0.5426
H 1.1564 2.0586 0.0319
H 0.7856 -0.2506 1.6940
H 2.1061 -0.4564 0.5814
H -1.6840 -0.1642 0.8770

Summary:
- HOMO energy: -0.35172 Eh
- Orbital gap: 10.50 eV
- SMILES: C1C[C@H]2N[C@@H]12.O
- Energy relative to the best compared isomer or geometry (same formula, charge and spin): 2.983 eV